Record 1
{"formula": "C20H43NO6", "method": "ωB97M-V/def2-TZVPD", "species": ["C", "O", "C", "C", "C", "C", "C", "C", "C", "C", "C", "N", "C", "O", "C", "H", "H", "H", "H", "H", "H", "H", "H", "H", "H", "H", "H", "H", "H", "H", "H", "H", "H", "H", "H", "H", "H", "H", "C", "O", "C", "C", "O", "C", "H", "H", "H", "H", "H", "H", "H", "H", "H", "H", "C", "O", "C", "C", "O", "C", "H", "H", "H", "H", "H", "H", "H", "H", "H", "H"], "coordinates": [[7.05487, 2.79848, 2.83821], [5.81550, 2.25485, 2.41838], [5.50840, 0.97088, 2.93173], [4.98217, 0.06786, 1.79527], [3.69291, -0.66296, 2.16993], [2.40585, 0.13148, 1.92991], [2.38739, 0.94936, 0.64998], [0.98074, 1.36141, 0.24628], [0.25024, 2.16538, 1.32820], [-0.83062, 1.34437, 2.06621], [-2.21639, 1.96490, 1.93656], [-2.98025, 1.32988, 3.02429], [-2.05757, 1.02291, 4.05162], [-2.36377, 0.52420, 5.07480], [-0.65941, 1.45580, 3.58906], [7.49820, 2.26544, 3.67141], [6.89029, 3.82507, 3.14948], [7.74128, 2.84011, 1.99668], [6.37168, 0.48435, 3.37184], [4.72148, 1.05101, 3.68426], [4.92120, 0.63909, 0.87896], [5.73189, -0.69727, 1.61975], [3.74788, -0.85446, 3.23913], [3.67117, -1.64262, 1.71276], [2.17069, 0.72794, 2.80444], [1.59773, -0.59551, 1.84905], [2.87987, 0.41988, -0.15621], [2.92709, 1.87714, 0.82147], [0.40957, 0.49042, -0.05712], [1.07828, 1.98198, -0.63873], [0.91967, 2.65484, 2.02420], [-0.29027, 2.95970, 0.82006], [-0.86962, 0.30633, 1.74549], [-2.65651, 1.92116, 0.95304], [-2.13629, 3.01115, 2.23097], [-3.43784, 0.47242, 2.73343], [0.16450, 0.94552, 4.05174], [-0.69453, 2.53183, 3.75955], [-2.73480, -1.71014, -0.28585], [-1.65343, -2.27841, 0.43045], [-2.04827, -3.37045, 1.25062], [-1.67005, -4.69478, 0.62644], [-2.41996, -4.94754, -0.55272], [-1.68708, -4.70797, -1.74182], [-2.32808, -1.00612, -1.01129], [-3.31320, -2.46529, -0.82245], [-3.39135, -1.16446, 0.40330], [-3.12237, -3.33541, 1.45456], [-1.51997, -3.26615, 2.20410], [-1.90172, -5.49678, 1.33456], [-0.59626, -4.72706, 0.41922], [-0.92256, -5.48003, -1.88088], [-1.21347, -3.72319, -1.73244], [-2.38497, -4.75296, -2.57648], [-3.91394, 2.27048, -5.15179], [-2.60740, 2.05844, -5.65693], [-1.66965, 1.70819, -4.65005], [-1.36823, 0.22599, -4.66057], [-2.49651, -0.54058, -4.26189], [-3.16627, -1.14852, -5.35305], [-4.58786, 2.36120, -6.00224], [-4.24510, 1.43659, -4.52783], [-3.95361, 3.19929, -4.57264], [-2.02514, 2.01854, -3.66273], [-0.74640, 2.25615, -4.86442], [-0.57068, 0.02502, -3.93739], [-1.01510, -0.08699, -5.64734], [-2.56408, -1.96681, -5.76223], [-3.38557, -0.42693, -6.14352], [-4.10435, -1.55768, -4.98076]], "nbo_charge": [-0.24, -0.55, -0.05, -0.43, -0.39, -0.41, -0.40, -0.38, -0.41, -0.22, -0.22, -0.65, 0.70, -0.56, -0.51, 0.17, 0.18, 0.17, 0.17, 0.16, 0.22, 0.20, 0.20, 0.20, 0.20, 0.20, 0.20, 0.20, 0.20, 0.20, 0.21, 0.20, 0.21, 0.21, 0.18, 0.39, 0.24, 0.22, -0.25, -0.56, -0.09, -0.09, -0.55, -0.25, 0.20, 0.18, 0.16, 0.18, 0.19, 0.19, 0.18, 0.17, 0.18, 0.19, -0.25, -0.55, -0.09, -0.09, -0.55, -0.25, 0.19, 0.18, 0.17, 0.17, 0.19, 0.18, 0.18, 0.17, 0.18, 0.19], "smiles": "COCCCCCCC[C@@H]1CNC(=O)C1.COCCOC.COCCOC", "e_above_lowest_kcal_mol": 9.14, "multiplicity": 1, "gap_ha": 0.3678}

=====

Record 2
{"formula": "C20H43NO9PS", "method": "ωB97M-V/def2-TZVPD", "species": ["C", "C", "O", "N", "P", "O", "O", "S", "H", "H", "H", "H", "H", "H", "H", "C", "C", "O", "C", "H", "H", "H", "H", "H", "H", "C", "C", "O", "C", "H", "H", "H", "H", "H", "H", "C", "C", "O", "C", "H", "H", "H", "H", "H", "H", "C", "C", "O", "C", "H", "H", "H", "H", "H", "H", "C", "C", "O", "C", "H", "H", "H", "H", "H", "H", "C", "C", "O", "C", "H", "H", "H", "H", "H", "H"], "coordinates": [[-0.23510, 2.65406, -0.60899], [-0.69565, 4.14682, -0.47747], [-1.97137, 4.36846, -1.04517], [-2.95281, 4.69937, -0.06527], [-4.23824, 3.55756, -0.12671], [-4.05631, 2.47045, 1.16401], [-4.02287, 2.71034, -1.57559], [-6.02632, 4.31546, -0.01345], [0.61424, 2.46827, 0.06933], [0.06404, 2.41352, -1.63916], [-1.06682, 2.02339, -0.26942], [0.01737, 4.79241, -1.04035], [-0.64371, 4.42845, 0.58992], [-3.40083, 1.83522, 0.86542], [-4.84213, 2.26849, -1.80960], [-5.30554, 3.48717, -5.04819], [-6.28517, 2.34402, -5.03389], [-7.05253, 2.17613, -4.11537], [-6.27107, 1.41002, -6.21811], [-5.42020, 4.07777, -4.14001], [-4.28579, 3.10012, -5.08683], [-5.49644, 4.12781, -5.91202], [-5.29160, 0.93702, -6.30712], [-6.50100, 1.96246, -7.13105], [-7.02389, 0.63548, -6.07684], [1.91798, -1.65768, 0.53828], [0.80213, -0.64588, 0.63123], [0.43747, -0.02346, -0.33920], [0.16736, -0.44858, 1.98116], [2.28353, -1.69901, -0.48749], [2.74085, -1.36684, 1.19425], [1.54906, -2.64544, 0.82231], [0.91569, -0.10577, 2.69869], [-0.27560, -1.38374, 2.32485], [-0.61687, 0.30309, 1.90710], [0.06567, -3.51429, 5.21172], [-1.06245, -2.52486, 5.33758], [-1.45006, -1.89778, 4.37940], [-1.68723, -2.34537, 6.69747], [0.41278, -3.53596, 4.18390], [0.89524, -3.21782, 5.85687], [-0.28033, -4.51272, 5.48529], [-0.93640, -1.99730, 7.40900], [-2.11270, -3.29057, 7.03921], [-2.48262, -1.60402, 6.63544], [1.47703, -6.70310, 1.32980], [2.19674, -5.59992, 2.06060], [1.62579, -4.91301, 2.87995], [3.64901, -5.38635, 1.73132], [0.44129, -6.74330, 1.66421], [1.49280, -6.50975, 0.25600], [1.95322, -7.66195, 1.54134], [3.75851, -5.13598, 0.67535], [4.22021, -6.28454, 1.95971], [4.03700, -4.56321, 2.32892], [-1.63221, 9.31340, -3.30185], [-1.00500, 7.94339, -3.37501], [0.07415, 7.77874, -3.90644], [-1.77190, 6.80399, -2.76410], [-0.97436, 10.04005, -3.77910], [-2.59127, 9.31115, -3.82217], [-1.77696, 9.60032, -2.25926], [-2.73679, 6.69568, -3.26273], [-1.92450, 6.98017, -1.69788], [-1.21176, 5.88141, -2.88523], [8.71797, -6.77367, 0.84030], [7.60971, -5.75429, 0.80586], [6.49060, -6.02816, 1.17586], [7.94961, -4.38012, 0.29269], [8.33216, -7.71411, 1.23055], [9.10100, -6.94141, -0.16765], [9.52302, -6.42668, 1.49016], [8.29924, -4.44380, -0.73907], [8.72123, -3.92909, 0.91875], [7.06071, -3.75211, 0.32398]], "mulliken_charge": [-0.64, -0.52, -0.03, -0.63, 0.50, -0.47, -0.46, -0.54, 0.29, 0.23, 0.09, 0.22, 0.38, 0.30, 0.28, -1.07, 0.83, -0.55, -1.11, 0.25, 0.32, 0.41, 0.30, 0.32, 0.30, -1.02, 0.76, -0.51, -0.91, 0.37, 0.35, 0.13, 0.37, 0.26, 0.20, -0.85, 0.84, -0.49, -1.22, 0.15, 0.34, 0.32, 0.31, 0.33, 0.33, -1.18, 0.69, -0.51, -1.05, 0.30, 0.32, 0.35, 0.32, 0.45, 0.29, -1.10, 0.75, -0.59, -0.77, 0.31, 0.31, 0.31, 0.32, 0.33, 0.13, -1.08, 0.73, -0.46, -1.02, 0.28, 0.32, 0.32, 0.32, 0.32, 0.26], "multiplicity": 1, "charge": -1, "gap_ha": 0.1661}

=====

Record 3
{"formula": "C20H44BBr16N3O8", "method": "ωB97M-V/def2-TZVPD", "species": ["N", "H", "H", "H", "H", "N", "H", "H", "H", "H", "N", "H", "H", "H", "H", "O", "C", "O", "B", "O", "C", "O", "O", "C", "O", "C", "O", "O", "Br", "C", "C", "Br", "H", "H", "H", "H", "Br", "C", "C", "Br", "H", "H", "H", "H", "Br", "C", "C", "Br", "H", "H", "H", "H", "Br", "C", "C", "Br", "H", "H", "H", "H", "Br", "C", "C", "Br", "H", "H", "H", "H", "Br", "C", "C", "Br", "H", "H", "H", "H", "Br", "C", "C", "Br", "H", "H", "H", "H", "Br", "C", "C", "Br", "H", "H", "H", "H"], "coordinates": [[-10.80965, -5.08945, 15.55704], [-11.64295, -5.05865, 16.12692], [-10.97164, -4.45716, 14.78629], [-10.64826, -5.96284, 15.07617], [-9.99257, -4.82656, 16.08936], [-15.40352, -5.53862, 14.95027], [-14.72913, -5.62089, 15.69762], [-16.13818, -4.93209, 15.28566], [-15.67935, -6.44663, 14.60452], [-14.92599, -5.06514, 14.19669], [-6.00954, -3.49106, 15.72370], [-6.28229, -2.51989, 15.67349], [-5.03596, -3.71462, 15.87287], [-6.26294, -3.97887, 14.87638], [-6.62894, -3.91426, 16.39999], [-13.26543, -6.63398, 13.12917], [-12.17750, -6.45541, 12.58539], [-10.95827, -6.47112, 13.15950], [-9.92546, -5.92009, 12.25109], [-10.67994, -5.45360, 11.06057], [-11.96127, -5.77542, 11.18911], [-12.84902, -5.46263, 10.40938], [-9.04950, -4.97287, 12.99182], [-7.77228, -5.38036, 13.04183], [-6.76567, -4.81290, 13.60236], [-7.79412, -6.73937, 12.19344], [-8.98866, -6.99528, 11.90236], [-6.80589, -7.42141, 11.94823], [-3.08440, -3.23355, 13.73174], [-3.02903, -5.14926, 13.14523], [-2.42219, -5.93967, 14.32576], [-3.73381, -6.03587, 15.84291], [-2.33547, -5.25494, 12.31102], [-4.02675, -5.48668, 12.86449], [-1.48516, -5.53391, 14.70710], [-2.23237, -6.96024, 13.99330], [-2.81499, -8.30996, 11.49151], [-3.44613, -10.20610, 11.78745], [-4.68300, -10.05786, 12.63171], [-5.58840, -11.76396, 12.85824], [-2.61236, -10.64375, 12.33643], [-3.56440, -10.72871, 10.83825], [-5.40351, -9.50866, 12.02562], [-4.44837, -9.55574, 13.57029], [-17.08929, -8.62702, 10.69748], [-15.10641, -8.30884, 10.73662], [-14.43685, -9.68481, 11.04149], [-14.41218, -10.75656, 9.38516], [-14.91345, -7.65934, 11.59045], [-14.77864, -7.85164, 9.80300], [-14.93126, -10.26654, 11.81945], [-13.43616, -9.51607, 11.43932], [-10.42550, -5.14386, 5.72860], [-11.82114, -5.57275, 7.09397], [-11.80579, -7.03928, 7.33017], [-10.36832, -7.64615, 8.66257], [-12.81338, -5.21746, 6.81590], [-11.52959, -5.15908, 8.05937], [-11.65594, -7.51731, 6.36211], [-12.70581, -7.34774, 7.86207], [-12.93761, -1.37795, 10.16101], [-11.17227, -2.22010, 10.40519], [-10.10149, -1.24733, 9.96507], [-8.27673, -1.93132, 10.44099], [-11.31860, -3.12822, 9.82035], [-11.14898, -2.43435, 11.47367], [-10.25239, -0.25836, 10.39780], [-10.13332, -1.04032, 8.89538], [-10.98362, -11.30087, 10.42621], [-9.61661, -10.10624, 11.31893], [-9.63404, -10.20250, 12.81447], [-11.35510, -9.57773, 13.71499], [-9.82237, -9.08057, 11.01269], [-8.63752, -10.42889, 10.96481], [-8.77266, -9.63994, 13.17454], [-9.57386, -11.26435, 13.05312], [-7.06185, -10.64830, 8.80713], [-6.16679, -8.93104, 8.86454], [-6.63273, -8.07207, 7.62593], [-5.76791, -6.27850, 7.88086], [-5.10209, -9.16389, 8.84744], [-6.44049, -8.43243, 9.79437], [-7.70673, -7.90973, 7.53499], [-6.29456, -8.46976, 6.66907], [-18.31299, -1.49361, 11.70375], [-16.95846, -2.33353, 10.52101], [-15.91261, -3.17526, 11.26445], [-16.83814, -4.52874, 12.28963], [-16.47149, -1.52463, 9.97637], [-17.32962, -2.90833, 9.67251], [-15.32473, -2.58586, 11.96808], [-15.20016, -3.70876, 10.63525]], "mulliken_charge": [-0.19, 0.37, 0.28, 0.21, 0.37, -0.33, 0.35, 0.39, 0.34, 0.14, -0.23, 0.41, 0.20, 0.34, 0.38, -0.46, -0.34, -0.34, 0.64, -0.11, 0.97, -0.51, -0.70, 0.32, -0.80, 0.49, 0.21, -0.52, -0.19, -0.56, -0.36, -0.21, 0.46, 0.21, 0.45, 0.23, -0.18, -0.64, -0.07, -0.16, 0.45, 0.40, -0.18, 0.40, -0.05, -0.29, 0.24, 0.15, -0.10, 0.34, 0.51, -0.31, -0.13, 0.12, -0.64, 0.03, 0.43, -0.32, 0.54, 0.10, -0.15, 0.43, -0.55, -0.21, -0.40, 0.05, 0.43, 0.43, 0.11, 0.19, -0.46, -0.18, -0.23, 0.04, 0.22, 0.60, -0.12, 0.10, -0.45, -0.17, 0.42, -0.28, 0.08, 0.47, -0.11, -0.75, -0.29, -0.18, 0.43, 0.43, 0.34, 0.20], "multiplicity": 2, "charge": 3, "s2": 0.76, "gap_ha": [0.2334, 0.1004]}

=====

Largest force on an atom (eV/A)
2.202 3.096 6.332